The following is a quantum chemistry calculation of a gas-phase ion, C6H16OP (charge +1) at a distorted geometry, from OMol25.

CARTESIAN COORDINATES (ANGSTROEM)
C (1.9679, -1.4867, 0.6499)
C (-1.9022, -1.4672, -0.6710)
C (-0.1148, 1.6531, -1.4785)
C (0.6747, 1.7113, 1.3552)
C (1.7067, -0.4616, -0.4510)
C (-1.5274, -0.5417, 0.4435)
O (-2.3519, 0.5457, 0.6635)
P (0.2917, 0.6310, -0.0406)
H (2.2797, -1.0075, 1.5741)
H (1.0762, -2.0759, 0.8472)
H (2.7558, -2.1669, 0.3415)
H (-2.1212, -0.9268, -1.5890)
H (-2.7998, -2.0148, -0.3790)
H (-1.1161, -2.1955, -0.8528)
H (-0.3456, 1.0130, -2.3292)
H (0.7327, 2.2902, -1.7278)
H (-0.9815, 2.2700, -1.2455)
H (-0.2235, 2.2494, 1.6394)
H (1.4453, 2.4176, 1.0514)
H (1.0260, 1.1291, 2.2009)
H (1.4664, -0.9670, -1.3884)
H (2.5837, 0.1693, -0.6169)
H (-1.2411, -1.0490, 1.3703)
H (-3.2817, 0.2807, 0.6326)

## Properties
- F_max: 3.00 eV/A
- Frontier orbital gap: 11.5 eV
- Charge: +1
- Highest occupied orbital energy: -14.20 eV

The following is a quantum chemistry calculation of 2 unconnected molecules or ions with the total composition C6H16S2 at a distorted geometry, from OMol25.

CARTESIAN COORDINATES (ANGSTROEM)
C (-4.7409, 0.3671, -4.1032)
C (-3.5449, 1.1242, -3.4151)
S (-4.2374, 2.4397, -2.3414)
C (-4.4876, 1.6774, -0.7620)
H (-4.4645, -0.5864, -4.5838)
H (-5.2150, 1.0170, -4.8578)
H (-5.4749, 0.1597, -3.3064)
H (-2.9067, 1.5981, -4.1856)
H (-2.8885, 0.5208, -2.7590)
H (-5.3640, 2.1437, -0.2813)
H (-3.6040, 1.8484, -0.1243)
H (-4.6633, 0.5910, -0.8357)
C (3.5299, 0.5901, 3.3990)
C (3.9676, -0.5842, 2.4573)
S (5.3530, -1.4554, 3.1253)
C (5.3035, -2.9156, 2.1188)
H (4.3071, 1.3726, 3.3831)
H (3.3657, 0.2786, 4.4443)
H (2.5916, 1.0181, 3.0079)
H (4.2075, -0.3204, 1.4094)
H (3.0199, -1.1565, 2.4519)
H (6.0743, -3.5879, 2.5316)
H (5.5438, -2.7120, 1.0617)
H (4.3280, -3.4282, 2.1653)

## Properties
- F_max: 1.93 eV/A
- Structure (SMILES): CCSC.CCSC
- Frontier orbital gap: 9.4 eV
- Highest occupied orbital energy: -8.41 eV

The following is a quantum chemistry calculation of a molecular structure, C6H17AsOPS at a distorted geometry, from OMol25.

CARTESIAN COORDINATES (ANGSTROEM)
C (3.9581, -0.8604, -0.1134)
C (2.6041, -0.7760, -0.2191)
C (1.8274, -0.0313, 0.8044)
As (0.6819, 1.5271, 0.0670)
C (-1.0219, 0.8461, 1.0112)
O (-2.1187, 0.7668, 0.0976)
C (-3.1133, -0.1393, 0.5021)
C (-2.8098, -1.5941, 0.1670)
P (0.0342, 0.3567, -1.9171)
S (1.3470, 0.4744, -3.4101)
H (4.6229, -0.5576, -0.9127)
H (4.3408, -1.2115, 0.8406)
H (2.1490, -1.3040, -1.0517)
H (1.2579, -0.7452, 1.4226)
H (2.5570, 0.4291, 1.4700)
H (-0.1600, 2.7665, -0.4669)
H (1.9296, 2.0502, -0.7174)
H (1.0488, 2.3613, 1.3531)
H (-1.2231, 1.5518, 1.8289)
H (-0.8769, -0.1458, 1.4505)
H (-4.0203, 0.1356, -0.0471)
H (-3.3547, -0.0088, 1.5634)
H (-1.9563, -1.9272, 0.7629)
H (-3.6478, -2.2223, 0.4715)
H (-2.5533, -1.7437, -0.8777)
H (-1.1334, 0.9892, -2.4026)
H (-0.3691, -0.9877, -1.6772)

## Properties
- F_max: 2.47 eV/A
- Frontier orbital gap: 6.9 eV
- Charge: -1
- Highest occupied orbital energy: -3.53 eV

The following is a quantum chemistry calculation of a molecular structure, C6H17BF4I2KN2O, from OMol25.

CARTESIAN COORDINATES (ANGSTROEM)
K (-0.2015, -0.8097, -0.0749)
I (2.3402, 3.5476, 2.7733)
C (0.9680, 1.9363, 2.9696)
I (1.8918, 0.0260, 3.0845)
H (0.3303, 1.8974, 2.0514)
H (0.4341, 2.0831, 3.8996)
N (-0.2041, -1.3328, -2.8825)
C (0.4896, -0.6648, -3.9846)
C (1.1125, 0.6499, -3.5270)
C (0.0894, 1.6733, -3.0463)
C (0.7295, 2.9158, -2.4309)
N (1.4287, 2.5663, -1.1984)
H (-0.2422, -2.3391, -2.9989)
H (-1.1759, -1.0493, -2.8234)
H (-0.1742, -0.4776, -4.8405)
H (1.2789, -1.3297, -4.3424)
H (1.6904, 1.0814, -4.3530)
H (1.8148, 0.4486, -2.7153)
H (-0.5608, 1.2330, -2.2829)
H (-0.5592, 1.9683, -3.8794)
H (-0.0554, 3.6720, -2.2807)
H (1.4477, 3.3418, -3.1414)
H (0.7312, 2.3261, -0.4772)
H (1.9649, 3.3543, -0.8576)
C (-1.7364, 2.3888, 0.8251)
O (-0.6022, 1.6369, 0.6062)
H (-2.5491, 2.1745, 0.1054)
H (-1.5609, 3.4824, 0.7573)
H (-2.1819, 2.2215, 1.8278)
F (-1.4264, -3.9170, -1.9643)
B (-1.9353, -3.4279, -0.7491)
F (-0.8741, -3.3528, 0.1962)
F (-2.9645, -4.2264, -0.2768)
F (-2.4049, -2.0952, -0.9445)

## Properties
- F_max: 0.19 eV/A
- Frontier orbital gap: 7.2 eV
- Charge: -1
- Highest occupied orbital energy: -5.06 eV